This record from OMol25 describes a single CH4N2O molecule. The level of theory is wB97M-V/def2-TZVPD.

XYZ file:
```
8
Properties=species:S:1:pos:R:3:forces:R:3
O -1.411979 0.334474 0.419440 0.910 -1.248 -0.664
C -0.196015 0.021731 -0.243643 -0.735 2.200 -1.643
N 0.915184 -0.491693 0.405344 0.951 -1.373 0.373
N 0.766682 0.950774 0.232652 1.197 0.940 0.576
H -2.115214 0.285312 -0.221864 -0.443 -0.131 -0.264
H -0.140677 -0.115251 -1.377262 -0.977 -0.261 1.687
H 0.874966 -0.590694 1.387722 -0.870 -0.736 1.138
H 1.569233 1.157129 -0.324174 -0.032 0.610 -1.204
```
Positions in Å, forces in eV/Å.

Summary:
total charge	0
maximum force	2.8	eV/Å
SMILES string	OC1NN1
DFT total energy	-225.15823	Eh
multiplicity	1
ΔE to the lowest compared entry with this formula, charge and spin	3.640	eV